The following is a quantum chemistry calculation of 8 unconnected molecules or ions with the total composition H16O8, from the OMol25 dataset.

Atoms and positions in Å:
H -0.873 -0.150 -0.676
H -0.383 0.872 -1.636
H 1.767 2.282 0.455
H 1.483 2.932 -0.898
H -2.025 2.747 -1.334
H -2.262 3.412 -2.725
H 1.439 -0.663 0.454
H 0.605 -0.890 1.714
H 1.728 0.383 -1.869
H 2.578 0.625 -0.643
H -3.826 1.740 3.373
H -4.159 0.889 2.026
H 1.683 -4.046 -2.109
H 0.805 -3.294 -1.159
H 0.212 -3.417 2.189
H 1.552 -2.901 2.672
O -1.172 0.404 -1.472
O 1.434 2.090 -0.429
O -2.229 3.594 -1.779
O 1.157 -1.330 1.096
O 1.692 0.284 -0.907
O -4.019 1.757 2.356
O 1.756 -3.599 -1.318
O 1.057 -3.723 2.619

The HOMO-LUMO gap comes out at 9.93 eV. The charge is 0. The energy above the lowest of the compared OMol25 structures with the same formula, charge and spin is 511.4 kJ/mol. As for the spin multiplicity: 1.



The following is a quantum chemistry calculation of a single C8H14Se molecule, from the OMol25 dataset.

Atoms and positions in Å:
C 0.575 -0.278 0.098
C -0.537 -0.460 -0.297
C 2.221 -0.538 1.920
C 2.897 0.260 -0.513
C -2.022 -2.034 0.722
C -4.670 -0.027 0.019
C 1.852 0.195 0.588
C -1.897 -0.963 -0.426
Se -2.936 0.719 -0.204
H 2.783 -1.476 1.866
H 1.355 -0.607 2.464
H 3.057 -0.019 2.426
H 3.166 -0.759 -0.757
H 2.461 0.651 -1.385
H 3.873 0.644 -0.309
H -1.503 -1.501 1.537
H -1.521 -2.968 0.524
H -3.095 -2.235 1.034
H -5.127 0.117 0.967
H -5.312 0.676 -0.599
H -4.848 -1.016 -0.431
H 1.750 1.260 1.004
H -2.077 -1.212 -1.374

The HOMO-LUMO gap comes out at 9.14 eV. The charge is 0. The energy above the lowest of the compared OMol25 structures with the same formula, charge and spin is 138.3 kJ/mol. As for the spin multiplicity: 1.



The following is a quantum chemistry calculation of a molecular structure, C14H30F6N5O2PReSSb, from the OMol25 dataset.

Atoms and positions in Å:
Re -0.209 -1.000 -0.505
C 2.748 -3.917 1.305
S 0.965 -3.731 1.102
C 0.739 -4.776 -0.361
O 0.900 -2.209 0.666
H 2.930 -4.935 1.644
H 3.100 -3.242 2.078
H 3.275 -3.743 0.372
H 1.175 -5.748 -0.129
H 1.234 -4.370 -1.237
H -0.321 -4.925 -0.555
C 3.054 3.341 -0.382
N 2.357 3.032 -1.618
C 3.279 2.507 -2.608
N 3.804 1.276 -2.050
C 4.539 1.526 -0.825
N 3.593 2.090 0.121
C 2.627 1.178 0.620
P 1.501 0.583 -0.781
C 1.148 2.327 -1.487
C 2.903 0.195 -2.008
H 2.377 3.793 0.346
H 3.868 4.048 -0.574
H 4.089 3.221 -2.780
H 2.778 2.316 -3.559
H 5.348 2.237 -1.018
H 4.977 0.603 -0.439
H 2.012 1.658 1.388
H 3.116 0.309 1.072
H 0.475 2.833 -0.789
H 0.655 2.224 -2.459
H 2.457 0.009 -2.990
H 3.406 -0.716 -1.671
C -3.478 1.508 -0.777
N -3.512 1.217 0.628
C -4.658 1.673 1.380
C -4.245 1.946 2.817
C -3.646 0.673 3.385
N -2.633 0.132 2.500
C -1.715 -0.810 3.084
C -2.529 0.493 1.208
O -1.485 0.210 0.517
H -3.867 2.511 -0.967
H -4.115 0.807 -1.337
H -2.460 1.441 -1.160
H -5.461 0.922 1.340
H -5.055 2.575 0.905
H -5.111 2.258 3.400
H -3.518 2.763 2.848
H -4.428 -0.081 3.558
H -3.185 0.856 4.360
H -1.056 -0.316 3.804
H -1.108 -1.287 2.313
H -2.277 -1.569 3.636
F 0.259 -2.304 -2.074
Sb -1.864 -2.477 -2.723
F -1.349 -0.403 -2.213
F -1.867 -2.477 -0.665
F -3.623 -1.788 -2.643
F -1.639 -4.337 -2.550
F -1.275 -2.128 -4.464

The HOMO-LUMO gap (alpha / beta) comes out at 3.01 / 3.00 eV. The charge is +4. The energy above the lowest of the compared OMol25 structures with the same formula, charge and spin is 104.7 kJ/mol. As for the spin multiplicity: 1.



The following is a quantum chemistry calculation of a single C25H17Cl3N2O2 molecule, from the OMol25 dataset.

Atoms and positions in Å:
O 0.342 2.676 -1.844
Cl -0.641 4.979 4.396
Cl -5.196 -2.259 -5.219
Cl 4.347 -1.944 5.926
O -1.161 -1.389 -1.605
C 0.251 1.565 -1.346
C 0.330 1.031 0.059
C 0.528 -1.285 1.175
C -0.117 -2.511 1.405
C 0.334 -0.384 -0.006
C -0.718 2.506 3.371
C 0.774 4.084 2.317
C -3.647 -0.010 -4.493
C -2.452 -2.037 -4.847
C 3.230 -0.346 3.858
C -0.583 1.588 2.351
C 0.969 3.184 1.238
C 2.405 -0.192 2.774
C 2.327 -2.576 4.103
C -2.393 0.574 -4.138
C -1.250 -1.532 -4.439
C -0.121 3.774 3.265
C -3.647 -1.351 -4.828
C 3.227 -1.518 4.542
C 0.288 1.904 1.240
C 1.498 -1.132 2.337
C 1.417 -2.298 3.107
C -1.208 -0.146 -4.184
N 0.448 -3.009 2.558
N 0.078 0.499 -2.153
C 0.192 -0.777 -1.438
C 0.106 0.520 -3.608
H -1.314 -1.543 -2.606
H -0.901 -2.983 0.871
H -1.303 2.343 4.235
H 1.378 5.014 2.355
H -4.494 0.648 -4.470
H -2.349 -3.135 -5.029
H 3.910 0.441 4.224
H -1.164 0.729 2.407
H 1.539 3.493 0.416
H 2.572 0.702 2.139
H 2.439 -3.659 4.538
H -2.350 1.611 -3.874
H -0.309 -2.089 -4.378
H 0.144 -3.917 2.972
H 1.049 -1.384 -1.776
H 0.164 1.577 -3.927
H 1.028 -0.036 -3.969

The HOMO-LUMO gap comes out at 7.75 eV. The charge is 0. As for the spin multiplicity: 1.



The following is a quantum chemistry calculation of a single C4H3N3S molecule, from the OMol25 dataset.

Atoms and positions in Å:
C 0.947 -1.269 -0.768
C 0.144 -0.219 -0.121
C 0.099 -0.091 1.254
C -0.597 0.745 -0.804
H 1.479 -1.909 -0.063
H 0.672 -0.753 1.910
H -0.647 0.779 -1.879
N -0.606 0.861 1.861
N -1.295 1.742 1.138
N -1.287 1.692 -0.182
S 1.090 -1.578 -2.345

The HOMO-LUMO gap comes out at 7.77 eV. The charge is 0. The energy above the lowest of the compared OMol25 structures with the same formula, charge and spin is 212.4 kJ/mol. As for the spin multiplicity: 1.



The following is a quantum chemistry calculation of a molecular structure, C14H23B3NO13PS, from the OMol25 dataset.

Atoms and positions in Å:
C 0.826 1.875 1.393
P 1.190 0.037 1.865
O 0.452 -0.330 3.419
B 0.312 -0.957 0.457
O -1.018 -0.651 -0.083
B -0.762 -0.326 -1.506
O -0.117 -1.385 -2.317
B 1.141 -1.625 -1.587
N 2.452 -1.341 -2.272
C 3.398 -1.942 -1.554
S 4.822 -2.712 -1.097
O 1.005 -2.097 -0.187
H 1.284 2.604 2.190
H -0.323 2.070 1.434
H 1.263 2.115 0.332
H 0.843 0.359 4.032
H -1.031 0.724 -1.983
C -6.101 0.202 -4.743
C -4.635 0.228 -5.116
C -3.781 -0.703 -4.310
O -2.501 -0.095 -4.412
C -2.725 1.242 -4.582
O -1.873 2.088 -4.526
O -4.047 1.489 -4.824
H -6.638 1.011 -5.245
H -6.559 -0.751 -5.023
H -6.240 0.353 -3.668
H -4.521 0.051 -6.193
H -3.764 -1.717 -4.717
H -4.059 -0.746 -3.252
C 1.349 -7.840 1.171
C 1.946 -6.460 1.003
C 2.688 -5.963 2.207
O 2.618 -4.554 2.038
C 1.470 -4.310 1.337
O 0.993 -3.214 1.165
O 0.934 -5.472 0.854
H 0.688 -8.076 0.332
H 2.132 -8.601 1.227
H 0.738 -7.901 2.077
H 2.572 -6.432 0.102
H 3.727 -6.301 2.230
H 2.205 -6.221 3.156
C 1.742 7.904 3.466
C 1.101 6.536 3.393
C 2.069 5.418 3.151
O 1.237 4.428 2.561
C 0.230 5.103 1.928
O -0.558 4.600 1.172
O 0.239 6.426 2.267
H 0.978 8.686 3.478
H 2.358 8.001 4.364
H 2.372 8.095 2.590
H 0.496 6.360 4.292
H 2.522 5.047 4.073
H 2.861 5.672 2.439

The HOMO-LUMO gap comes out at 7.38 eV. The charge is 0. As for the spin multiplicity: 1.



The following is a quantum chemistry calculation of a single C15H20N4O2S molecule, from the OMol25 dataset.

Atoms and positions in Å:
C -0.681 -3.741 -1.060
C -1.947 -3.132 -1.408
C -2.866 -3.096 -0.216
C -2.579 -2.246 0.912
C -2.921 -0.990 0.349
O -4.135 -0.481 0.502
N -2.001 -0.103 0.225
C -0.595 -0.152 0.100
N -0.057 -1.091 0.806
N 1.351 -1.128 0.881
C 1.769 0.087 0.236
C 3.137 0.219 -0.031
C 3.766 1.025 -0.762
C 5.134 1.458 -0.704
C 5.922 0.428 -0.239
N 5.396 -0.621 0.699
C 4.201 -0.911 0.718
H 3.778 -1.653 1.312
H 7.114 0.635 -0.218
H 5.506 2.245 -1.172
H 3.019 1.900 -1.213
S 0.483 1.017 -0.366
C -2.341 1.406 -0.463
C -2.421 2.458 0.716
O -2.627 3.845 -0.235
C -3.882 3.903 -0.387
H -4.218 3.125 -1.275
H -4.021 5.105 -0.623
H -4.732 3.573 0.543
H -1.337 2.453 1.080
H -3.085 2.253 1.264
H -1.695 1.545 -1.462
H -3.310 1.183 -0.896
H -1.617 -2.465 1.197
H -3.305 -2.487 1.804
H -2.971 -3.998 0.250
H -4.021 -2.952 -0.670
H -1.983 -2.064 -1.457
H -2.596 -3.617 -2.210
H -0.236 -3.567 -1.947
H -0.127 -3.298 -0.188
H -0.978 -4.712 -0.618

The HOMO-LUMO gap comes out at 7.88 eV. The charge is 0. The energy above the lowest of the compared OMol25 structures with the same formula, charge and spin is 1396.8 kJ/mol. As for the spin multiplicity: 1.



The following is a quantum chemistry calculation of a molecular structure, C5H11ClCoF3Sc, from the OMol25 dataset.

Atoms and positions in Å:
Sc -0.009 0.292 -0.074
Cl -0.291 2.126 -1.623
C -1.942 -0.181 0.762
H -1.857 -0.693 1.736
H -2.473 -0.844 0.055
H -2.519 0.752 0.885
Co 0.421 0.293 -2.657
C 2.279 0.747 -3.186
C -0.689 0.094 -4.301
C 0.493 -1.315 -1.405
H -1.084 -0.935 -4.346
H -1.526 0.814 -4.261
H -0.062 0.298 -5.186
H 2.964 -0.050 -2.848
H 2.301 0.823 -4.290
H 2.574 1.715 -2.742
H -0.311 -2.006 -1.771
H 1.480 -1.813 -1.572
F 1.261 0.753 2.750
C 1.634 0.134 1.560
F 2.788 0.804 1.153
F 2.064 -1.132 1.925

The HOMO-LUMO gap (alpha / beta) comes out at 7.34 / 7.13 eV. The charge is -1. The energy above the lowest of the compared OMol25 structures with the same formula, charge and spin is 0.0 kJ/mol. As for the spin multiplicity: 5.



The following is a quantum chemistry calculation of a molecular structure, C18H28AuNS, from the OMol25 dataset.

Atoms and positions in Å:
C 1.681 2.363 -1.100
H 2.461 2.736 -0.422
H 2.098 1.848 -1.980
H 0.280 -0.542 0.938
C 0.548 3.338 -1.356
H -0.274 2.777 -1.816
H 0.197 3.660 -0.369
C 0.857 4.582 -2.196
H -0.073 5.159 -2.291
H 1.584 5.241 -1.703
H 1.182 4.334 -3.217
C -1.062 -2.158 -0.308
C -1.688 -1.231 -1.197
C -0.714 -0.777 -2.120
C 0.526 -1.409 -1.811
C 0.300 -2.276 -0.689
C 1.298 -3.173 -0.069
C 1.776 -1.325 -2.601
C -0.917 0.171 -3.228
C -3.113 -0.839 -1.185
C -1.737 -2.895 0.790
Au 0.931 0.752 0.047
H 2.665 -1.552 -1.999
H 1.760 -2.051 -3.434
H 1.913 -0.332 -3.045
H 2.320 -2.844 -0.310
H 1.183 -3.207 1.029
H 1.197 -4.210 -0.436
H -2.547 -2.298 1.251
H -2.191 -3.825 0.396
H -1.022 -3.176 1.585
H -3.260 0.155 -1.625
H -3.724 -1.548 -1.767
H -3.520 -0.801 -0.167
H -0.039 0.807 -3.382
H -1.108 -0.352 -4.175
H -1.768 0.831 -3.053
S 2.447 0.724 1.832
C 1.393 1.076 3.119
N 0.126 0.553 3.191
C -0.812 0.997 4.087
C -0.438 1.917 5.043
C 0.877 2.407 5.057
C 1.783 1.991 4.091
H -0.134 -0.161 2.504
H -1.821 0.596 3.954
H -1.179 2.237 5.783
H 1.199 3.098 5.829
H 2.803 2.345 4.032

The HOMO-LUMO gap (alpha / beta) comes out at 5.82 / 5.70 eV. The charge is +2. The energy above the lowest of the compared OMol25 structures with the same formula, charge and spin is 17.1 kJ/mol. As for the spin multiplicity: 3.



The following is a quantum chemistry calculation of a molecular structure, CHO3Yb, from the OMol25 dataset.

Atoms and positions in Å:
O 1.103 1.633 -0.839
C 0.695 0.571 -0.347
O -0.531 0.335 -0.957
O 0.651 0.082 0.823
H -0.383 1.279 -1.617
Yb -1.039 -1.323 0.542

The HOMO-LUMO gap (alpha / beta) comes out at 9.71 / 5.44 eV. The charge is +2. The energy above the lowest of the compared OMol25 structures with the same formula, charge and spin is 51.0 kJ/mol. As for the spin multiplicity: 2.



The following is a quantum chemistry calculation of a molecular structure, C21H34BN6S7SbSe3TcTe, from the OMol25 dataset.

Atoms and positions in Å:
Tc 0.853 -1.840 0.046
C -4.792 -1.755 3.491
C -3.887 -1.942 2.275
C -3.060 -3.205 2.485
C -4.759 -2.040 1.024
N -3.006 -0.725 2.135
C -3.161 0.413 2.902
C -2.402 1.379 2.351
N -1.781 0.856 1.241
B -1.052 1.824 0.264
N -1.187 1.368 -1.207
C -2.302 1.713 -1.930
C -2.168 1.198 -3.167
N -0.959 0.534 -3.208
C -0.386 0.625 -1.986
S 1.159 -0.023 -1.474
C -0.415 -0.133 -4.438
C -0.193 -1.606 -4.120
C -1.431 -0.020 -5.572
C 0.865 0.582 -4.858
N 0.412 2.169 0.625
C 0.946 3.375 0.235
C 2.195 3.448 0.728
N 2.437 2.283 1.436
C 1.336 1.499 1.333
S 1.048 -0.094 1.949
C 3.720 2.142 2.213
C 3.715 0.964 3.179
C 4.858 1.995 1.207
C 3.891 3.420 3.042
C -2.142 -0.435 1.130
S -1.609 -1.538 -0.101
H -5.410 -2.647 3.582
H -5.463 -0.902 3.382
H -4.220 -1.655 4.414
H -3.744 -4.034 2.671
H -2.405 -3.098 3.350
H -2.458 -3.448 1.615
H -5.451 -2.875 1.137
H -4.163 -2.213 0.130
H -5.344 -1.128 0.891
H -3.791 0.450 3.768
H -2.259 2.403 2.647
H -1.657 2.861 0.338
H -3.087 2.311 -1.503
H -2.818 1.273 -4.016
H -1.126 -2.069 -3.794
H 0.556 -1.721 -3.340
H 0.162 -2.117 -5.016
H -2.368 -0.524 -5.336
H -1.003 -0.513 -6.444
H -1.629 1.016 -5.846
H 1.640 0.512 -4.100
H 0.657 1.634 -5.063
H 1.250 0.122 -5.768
H 0.385 4.082 -0.350
H 2.923 4.231 0.645
H 4.634 1.029 3.763
H 2.870 1.001 3.866
H 3.705 0.002 2.676
H 4.738 1.084 0.621
H 5.807 1.940 1.741
H 4.904 2.844 0.524
H 3.025 3.583 3.684
H 4.042 4.306 2.427
H 4.770 3.311 3.675
Se 3.349 -1.642 0.434
Se 4.008 -3.393 1.911
Te 2.269 -2.987 3.642
Se 0.302 -3.059 2.098
S 3.324 -2.184 -4.495
Sb 2.705 -4.122 -3.680
S 4.614 -2.376 -1.246
S 0.972 -3.423 -1.296
S 4.043 -4.291 -1.574

The HOMO-LUMO gap comes out at 5.34 eV. The charge is +1. As for the spin multiplicity: 1.



The following is a quantum chemistry calculation of a molecular structure, C4H8CsO, from the OMol25 dataset.

Atoms and positions in Å:
Cs -9.622 -8.226 0.054
C -10.846 -7.737 -5.077
C -9.634 -8.704 -5.000
C -9.303 -8.732 -3.499
O -10.262 -7.932 -2.844
C -10.742 -6.956 -3.779
H -11.770 -8.316 -5.044
H -10.845 -7.129 -5.977
H -8.844 -8.333 -5.650
H -9.901 -9.687 -5.381
H -8.290 -8.343 -3.328
H -9.360 -9.773 -3.174
H -10.037 -6.113 -3.826
H -11.675 -6.533 -3.407

The HOMO-LUMO gap comes out at 10.02 eV. The charge is +1. The energy above the lowest of the compared OMol25 structures with the same formula, charge and spin is 0.0 kJ/mol. As for the spin multiplicity: 1.



The following is a quantum chemistry calculation of 2 unconnected molecules or ions with the total composition C7H4N2O3, from the OMol25 dataset.

Atoms and positions in Å:
C 0.932 -0.383 -0.183
C 2.231 -0.353 0.420
C 3.335 -0.238 -0.318
C 4.637 -0.208 0.286
C -2.032 1.337 -0.283
C -2.668 0.216 0.528
C -3.625 -0.701 -0.243
H 2.269 -0.423 1.499
H 3.301 -0.163 -1.402
H -2.298 1.425 -1.378
H -3.778 -0.473 -1.313
N -0.133 -0.405 -0.660
N 5.695 -0.184 0.765
O -1.248 2.120 0.285
O -2.435 0.048 1.690
O -4.184 -1.616 0.308

The HOMO-LUMO gap comes out at 8.21 eV. The charge is 0. The energy above the lowest of the compared OMol25 structures with the same formula, charge and spin is 0.0 kJ/mol. As for the spin multiplicity: 1.



no.,electronic energy (eV)
1,-16636.7105
2,-73866.1138
3,-71603.8689
4,-70842.1476
5,-19499.3405
6,-65153.7048
7,-36756.4075
8,-84364.3608
9,-35118.5637
10,-38702.9692
11,-319863.4192
12,-6867.6654
13,-16442.7717